1.
{
  "formula": "C3H3N3",
  "method": "the ωB97M-V functional and the def2-TZVPD basis",
  "e_lumo_ev": -0.37,
  "gap_ev": 8.12,
  "total_charge": 0,
  "e_homo_ev": -8.497,
  "species": ["H", "N", "C", "H", "H", "N", "N", "C", "C"],
  "coordinates": [[-0.513, -0.654, -1.172], [-1.398, 2.153, -0.369], [-0.896, 1.106, -0.201], [0.280, -0.160, 1.653], [-1.498, -0.858, 0.179], [-0.752, -0.294, -0.243], [2.623, -0.871, -0.496], [0.484, 0.049, 0.610], [1.669, -0.472, 0.039]]
}

2.
{
  "formula": "C3H8NO2",
  "method": "the ωB97M-V functional and the def2-TZVPD basis",
  "e_lumo_ev": [-4.84, -4.84],
  "gap_ev": [9.80, 9.80],
  "total_charge": 1,
  "e_homo_ev": [-14.637, -14.635],
  "species": ["O", "H", "C", "H", "H", "C", "O", "H", "H", "C", "N", "H", "H", "H"],
  "coordinates": [[-3.069, -0.408, 0.167], [2.630, 1.141, 0.609], [1.051, 0.074, -0.348], [0.626, 0.717, -1.192], [-4.737, 0.183, 0.838], [2.523, 0.165, -0.008], [-1.978, -0.204, -0.558], [2.703, -0.678, 0.793], [3.185, 0.167, -0.888], [-4.011, 0.422, 0.181], [0.285, -0.765, 0.179], [0.892, -1.291, 0.873], [-0.757, -0.712, 0.002], [-3.824, 1.477, -0.128]]
}

3.
{
  "formula": "C29H28N6O2OsS2Sb",
  "method": "the ωB97M-V functional and the def2-TZVPD basis",
  "multiplicity": 5,
  "e_lumo_ev": [-9.02, -11.99],
  "gap_ev": [7.84, 4.68],
  "total_charge": 3,
  "e_homo_ev": [-16.857, -16.672],
  "species": ["H", "C", "C", "H", "H", "C", "N", "H", "H", "H", "S", "C", "C", "C", "C", "C", "H", "H", "N", "C", "H", "C", "H", "C", "H", "H", "C", "C", "H", "C", "C", "H", "C", "H", "H", "O", "H", "H", "H", "C", "C", "C", "C", "Os", "N", "H", "N", "H", "O", "C", "N", "C", "H", "N", "H", "C", "H", "H", "C", "Sb", "C", "C", "C", "H", "C", "H", "C", "H", "S"],
  "coordinates": [[-2.630, -1.859, -0.078], [3.938, -2.276, 0.735], [-0.690, 1.649, 4.172], [-2.444, 2.804, -4.288], [0.996, -0.833, 1.676], [-2.417, 0.467, 6.066], [2.203, -1.274, -0.531], [-0.225, 4.192, -1.503], [-1.357, -5.033, -3.855], [1.900, 4.729, 0.399], [-3.567, -1.042, 3.821], [2.943, -1.387, -1.637], [0.375, -2.282, -2.963], [0.977, 2.966, -0.265], [4.214, -1.934, -1.615], [-1.748, -2.494, 0.022], [3.310, 0.822, 0.134], [-1.395, 1.710, 7.483], [-0.203, -1.993, -1.789], [-1.037, -4.182, -3.273], [4.806, -2.002, -2.518], [-0.015, -3.358, -3.733], [-2.069, -3.407, 0.519], [-0.615, 2.000, 5.510], [1.546, 1.598, -5.293], [-0.038, 2.086, 3.427], [-0.336, 3.535, -0.640], [0.640, 0.713, -3.564], [-2.364, -4.541, -1.628], [-1.601, -3.902, -2.044], [-2.472, 0.134, 4.743], [-3.536, 0.814, -2.804], [1.822, -1.527, 1.869], [2.409, -1.151, 2.706], [-1.044, 2.751, -0.873], [-4.891, -0.546, 3.788], [-0.408, 3.082, -5.713], [5.699, -2.847, -0.356], [4.298, -2.620, 1.693], [4.715, -2.399, -0.402], [3.054, 2.958, 0.456], [-0.416, 2.392, -4.883], [-1.166, -2.799, -1.312], [0.382, -0.170, -0.884], [1.396, 1.698, -0.360], [-3.073, 0.036, 6.808], [1.958, 3.733, 0.232], [0.102, 2.742, 5.837], [-3.252, -2.383, 4.162], [2.673, -1.691, 0.654], [-0.409, 0.675, -2.736], [2.699, 1.699, 0.090], [-0.742, 4.136, 0.173], [-2.822, -0.706, 2.328], [-1.019, -1.987, 0.660], [-2.737, 1.201, -2.169], [0.477, -3.548, -4.675], [-3.091, 2.155, -1.779], [0.683, 1.570, -4.646], [2.066, -1.044, -3.690], [-1.514, 1.384, -2.999], [-1.636, 0.706, 3.788], [-1.462, 1.420, 6.445], [-2.570, 0.511, -1.342], [-1.925, 0.190, 2.460], [3.974, 3.329, 0.854], [-1.535, 2.258, -4.088], [1.429, -2.499, 2.175], [-1.213, 0.873, 1.040]]
}

4.
{
  "formula": "C3H2IN2",
  "method": "the ωB97M-V functional and the def2-TZVPD basis",
  "e_lumo_ev": -6.56,
  "gap_ev": 8.22,
  "total_charge": 1,
  "e_homo_ev": -14.778,
  "smiles": "I/C=N/C1=[N+]=C1",
  "species": ["N", "C", "H", "N", "C", "H", "I", "C"],
  "coordinates": [[0.619, 1.051, -0.223], [-0.676, 0.969, -0.239], [-1.384, -1.273, -0.209], [-1.986, 1.042, -0.129], [1.123, -0.045, 0.270], [0.795, -0.762, 1.024], [2.956, -0.816, -0.388], [-1.448, -0.166, -0.105]]
}

5.
{
  "formula": "C32H34F6GeN5O4S2Sc",
  "method": "the ωB97M-V functional and the def2-TZVPD basis",
  "e_lumo_ev": 0.05,
  "gap_ev": 4.17,
  "total_charge": 0,
  "e_homo_ev": -4.120,
  "species": ["C", "C", "H", "Sc", "N", "S", "C", "H", "F", "H", "C", "C", "H", "H", "C", "H", "H", "C", "H", "C", "S", "C", "F", "C", "C", "H", "H", "H", "C", "C", "H", "H", "C", "Ge", "H", "C", "C", "C", "H", "H", "O", "F", "H", "O", "N", "F", "F", "H", "C", "C", "H", "H", "C", "O", "C", "N", "C", "C", "H", "C", "H", "N", "C", "H", "H", "N", "H", "C", "H", "C", "H", "O", "H", "C", "F", "H", "H", "C", "H", "C", "H", "H", "C", "C", "H"],
  "coordinates": [[-0.580, 2.371, 2.519], [-1.866, 1.926, 2.221], [-0.968, -2.546, 2.274], [-0.845, -2.141, -1.810], [-2.633, -3.143, -0.636], [1.556, -2.941, -3.946], [-2.760, 3.149, 4.090], [-3.107, -3.329, 1.448], [3.512, -4.603, -3.413], [0.902, 0.478, 4.067], [2.356, 1.295, 2.706], [-0.404, 3.218, 3.617], [-0.414, 1.936, -2.381], [-2.068, 1.300, 1.358], [1.958, 0.608, 3.855], [-3.939, 1.962, 2.736], [-3.604, 3.452, 4.697], [0.448, 0.386, 0.258], [3.396, 2.635, -0.334], [-1.030, -2.885, 1.237], [-0.618, -4.524, -4.084], [0.644, 4.512, 0.276], [-1.122, -6.460, -2.358], [0.546, -0.907, 1.048], [2.133, 5.630, -1.245], [1.591, -1.156, 1.256], [-2.453, 2.588, -1.295], [2.036, -0.289, -1.067], [3.013, 4.560, -1.162], [1.519, 3.430, 0.375], [0.588, 3.577, 3.871], [-2.776, -1.697, 0.838], [-0.769, 0.918, -2.574], [0.975, 1.890, 1.447], [5.715, 1.154, 3.208], [-2.472, -2.745, 0.773], [3.720, 1.484, 2.493], [2.893, 0.111, 4.753], [0.254, 6.432, -0.591], [4.979, -0.087, 5.217], [1.290, -2.892, -2.503], [0.971, -5.945, -2.487], [-0.611, 0.587, 0.065], [-1.239, -5.509, -4.890], [-0.114, -2.074, 0.402], [-0.399, -4.684, -1.374], [3.647, -3.632, -5.343], [2.563, -0.413, 5.641], [4.660, 0.991, 3.390], [-1.483, 3.605, 4.397], [2.371, 6.480, -1.872], [0.637, -2.681, 0.082], [-4.009, 1.234, -0.581], [1.477, -1.690, -4.633], [-0.260, -5.465, -2.487], [-2.293, -0.777, -1.850], [3.313, -3.471, -4.073], [2.704, 3.469, -0.363], [-0.897, 0.791, -3.657], [-2.804, 1.560, -1.248], [0.066, -0.766, 2.021], [0.804, -4.137, -4.621], [-2.032, 0.623, -1.857], [-0.286, 4.506, 0.833], [1.519, 1.370, -1.350], [0.272, -0.087, -2.188], [-1.329, 4.264, 5.242], [4.248, 0.298, 4.518], [-2.730, -4.153, -0.685], [-3.582, -1.050, -1.288], [-4.644, 1.981, -0.131], [-1.376, -3.348, -3.677], [-5.280, -0.480, -0.207], [1.160, 0.368, -1.097], [4.061, -2.512, -3.535], [-4.758, -2.738, -0.722], [-0.705, -3.928, 1.224], [0.948, 5.604, -0.527], [-3.889, -2.919, -2.284], [-3.844, -2.498, -1.271], [4.066, 2.039, 1.630], [3.937, 4.571, -1.726], [-4.358, -0.120, -0.654], [-2.949, 2.312, 3.002], [0.849, -0.234, -3.011]]
}

6.
{
  "formula": "C9H16N2PSSr",
  "method": "the ωB97M-V functional and the def2-TZVPD basis",
  "e_lumo_ev": [2.55, 2.84],
  "gap_ev": [2.36, 3.68],
  "total_charge": -1,
  "e_homo_ev": [0.185, -0.836],
  "species": ["H", "S", "C", "H", "H", "C", "H", "H", "C", "H", "H", "H", "H", "C", "C", "C", "H", "H", "N", "N", "C", "H", "H", "C", "Sr", "P", "H", "C", "H", "H"],
  "coordinates": [[-0.852, 2.895, 1.345], [-0.652, -0.858, 2.005], [0.878, 0.062, -1.737], [-1.438, -1.197, 6.319], [0.053, 1.451, 6.432], [-0.707, -1.176, -2.930], [-0.668, -3.003, -1.769], [2.119, 0.430, 5.636], [0.703, -1.247, -1.078], [1.393, -1.607, -0.260], [1.470, -1.173, 6.070], [-2.134, 0.436, 6.254], [0.064, 0.744, -3.676], [-1.284, -0.170, 5.939], [0.032, 0.022, -2.882], [0.050, 0.372, 6.465], [0.329, 3.327, -0.342], [1.633, 0.884, -1.571], [0.868, -0.395, 4.238], [-1.369, -0.157, 4.473], [1.210, -0.196, 5.664], [1.623, -0.785, 3.677], [-1.331, -1.395, -3.773], [-0.273, -1.995, -1.852], [-1.486, 0.073, -0.534], [0.062, 2.199, 0.495], [-2.298, -0.314, 4.080], [-0.312, -0.349, 3.635], [0.209, 0.009, 7.508], [1.180, 2.412, 1.338]]
}

7.
{
  "formula": "C45H109AsF6N11O7Tl",
  "method": "the ωB97M-V functional and the def2-TZVPD basis",
  "e_lumo_ev": -10.64,
  "gap_ev": 1.37,
  "total_charge": 2,
  "e_homo_ev": -12.013,
  "species": ["H", "C", "H", "H", "H", "H", "C", "C", "N", "H", "H", "H", "C", "C", "H", "C", "O", "N", "F", "H", "H", "H", "H", "F", "C", "H", "H", "H", "H", "O", "C", "C", "H", "H", "H", "H", "C", "C", "H", "H", "H", "As", "C", "H", "H", "O", "H", "H", "H", "H", "H", "H", "H", "H", "H", "N", "H", "N", "C", "C", "C", "C", "H", "H", "H", "H", "H", "H", "H", "C", "H", "H", "C", "H", "N", "C", "H", "H", "H", "H", "N", "C", "C", "F", "H", "H", "H", "C", "H", "N", "H", "H", "H", "H", "H", "H", "C", "C", "H", "C", "H", "H", "N", "H", "H", "F", "H", "C", "O", "C", "H", "H", "H", "C", "C", "H", "H", "N", "F", "H", "H", "C", "H", "C", "C", "H", "C", "N", "H", "H", "H", "H", "H", "C", "O", "N", "Tl", "H", "H", "H", "H", "H", "H", "H", "F", "C", "C", "H", "H", "H", "C", "C", "C", "C", "H", "H", "H", "H", "H", "H", "C", "C", "H", "H", "H", "C", "C", "H", "C", "H", "H", "H", "H", "O", "H", "H", "H", "H", "H", "O"],
  "coordinates": [[-8.360, -4.025, -0.400], [-6.286, 3.236, 3.884], [7.173, -4.296, 2.086], [8.148, -3.609, 0.745], [3.305, -0.384, 2.627], [0.925, 3.508, 4.129], [6.589, -1.387, 4.766], [-1.898, 1.638, -3.899], [-4.317, 1.697, 3.734], [-3.728, -6.224, -3.274], [-1.378, 2.798, -5.434], [4.257, 5.316, 3.301], [2.468, 2.516, 2.920], [1.174, -4.588, 1.228], [-3.909, 1.531, -2.968], [-7.333, -3.733, -0.180], [-2.211, 5.071, -1.326], [-5.087, -3.818, -1.306], [-0.756, -1.061, -1.537], [4.680, 4.459, 0.992], [-6.874, 0.846, 1.948], [-4.320, 3.885, 0.141], [3.677, -4.635, -2.046], [-0.300, -1.426, 0.925], [4.866, 2.684, 3.143], [-7.290, 3.320, 4.300], [1.222, 7.654, -1.605], [5.459, 3.535, -1.106], [3.584, 5.795, 0.826], [3.213, 0.919, -2.862], [-4.205, 2.860, -0.207], [5.729, -5.179, -2.148], [1.216, -3.804, 1.979], [4.546, -2.558, 0.843], [3.007, 4.125, 0.764], [3.076, -2.080, 2.936], [-3.787, -1.429, -4.809], [3.355, -1.365, 2.157], [-1.070, -5.137, -2.085], [5.419, -6.139, -1.748], [-1.603, 3.337, 5.017], [0.150, -0.256, -0.274], [-0.579, -5.138, -1.116], [4.731, 1.654, 3.473], [1.472, 6.343, -0.473], [0.806, -3.523, -2.199], [-0.960, 7.141, -1.551], [-2.042, 0.262, 2.765], [-5.458, -6.151, -3.002], [2.637, 2.202, 1.879], [-2.601, 2.304, -2.065], [6.246, -0.029, 3.022], [-2.486, -2.597, -1.208], [2.453, 1.570, 3.472], [-3.523, -0.421, -5.121], [1.383, -4.028, -0.101], [0.291, 2.419, 2.869], [4.216, 2.907, -2.681], [-3.893, 0.314, 3.873], [3.570, 1.596, -0.651], [-6.534, -3.901, -1.458], [1.046, 6.592, -1.451], [-3.287, -4.085, -2.364], [-2.647, 0.590, -2.123], [-3.245, 3.538, 5.745], [-4.117, -1.395, -3.771], [-4.691, -3.846, -3.364], [-4.326, -6.373, -1.649], [5.843, 3.355, 4.909], [3.506, 4.709, 2.791], [6.595, -4.782, -1.626], [-5.239, -2.231, -0.002], [-5.767, 0.960, 0.160], [-2.957, -3.142, 0.371], [-4.997, 1.963, 0.612], [4.682, -1.692, 1.502], [-1.291, -4.985, -0.305], [-5.887, -0.618, 1.622], [-6.150, 1.195, 4.595], [-0.603, 3.148, -0.663], [-0.375, 6.324, -1.498], [-2.584, -2.354, -4.864], [-0.137, 3.888, -1.311], [-1.227, 0.724, 0.197], [-7.449, -0.285, 0.803], [2.572, 5.154, 3.131], [-3.390, 0.156, 4.835], [-2.595, 2.910, 5.134], [4.889, -0.591, 3.863], [4.606, -4.251, -2.140], [-2.219, -5.517, -5.573], [-2.811, 4.372, -3.951], [7.837, -1.955, 2.511], [-3.714, 3.624, 3.360], [1.584, 6.037, -2.223], [4.320, 2.170, -0.095], [3.664, 1.794, -2.146], [4.980, 3.941, -1.993], [4.131, 2.957, -3.683], [5.859, -0.943, 3.504], [-4.623, -1.715, -5.450], [-2.508, 2.468, 3.019], [3.591, 3.348, 3.316], [6.702, -2.846, -3.013], [6.423, -2.163, -1.474], [1.603, -1.073, -0.839], [0.320, -5.251, 1.273], [7.195, -3.565, 1.278], [-1.552, -2.035, -4.298], [-0.985, 5.125, -1.414], [-2.486, 1.979, 5.690], [-1.038, -4.477, -6.359], [-0.212, -6.158, -0.954], [6.054, 3.328, 3.838], [4.635, -2.928, -2.384], [5.828, -1.299, -2.973], [-3.332, 4.195, -5.592], [5.705, -1.996, 2.491], [1.193, 0.512, 0.908], [5.063, 2.566, 2.061], [-6.997, -4.383, 0.629], [7.020, -2.167, 1.828], [-4.945, 2.080, 1.619], [-4.666, -2.485, -0.894], [-4.345, -4.332, -2.437], [2.514, -1.413, 1.466], [0.585, -4.163, -1.179], [-2.128, 2.621, -4.785], [2.586, 1.862, -0.278], [-6.440, 3.059, 2.820], [7.567, -1.819, 4.571], [6.952, 2.734, 3.685], [-3.091, -1.188, 2.523], [-6.527, 0.146, 1.180], [-0.950, 0.868, -4.034], [-2.755, -3.527, -5.496], [1.232, -1.065, -3.745], [-6.789, -4.900, -1.823], [-3.446, 0.348, 1.752], [4.361, 4.760, -1.611], [3.799, 0.567, -0.386], [-4.760, -0.347, 3.916], [6.754, -0.483, 5.363], [2.207, -3.485, -0.326], [0.497, 0.954, -1.500], [-3.170, 3.630, -4.677], [-3.061, -0.110, 2.665], [6.254, 4.353, 3.530], [0.922, 3.953, 2.449], [-5.780, 4.180, 4.075], [-1.721, -4.546, -5.515], [5.969, -2.247, -2.465], [3.686, 4.812, 1.280], [1.094, 3.110, 3.127], [2.032, -5.243, 1.424], [-0.040, 3.394, -2.279], [-6.888, -3.280, -2.294], [-3.638, -3.745, -5.920], [-7.353, -2.718, 0.218], [-2.997, -1.456, 0.032], [-3.275, 2.711, 3.761], [-2.848, 1.467, -2.733], [-4.130, 3.281, -4.308], [-4.531, 2.815, -1.241], [0.825, 4.128, -0.855], [-3.212, -2.427, -0.414], [-5.497, 2.061, 4.499], [6.042, -5.371, -3.178], [-4.496, -5.854, -2.592], [-1.214, -4.524, -4.550], [7.070, -1.502, 0.954], [5.954, -1.990, 5.410], [-3.159, 2.551, -0.143], [3.605, -2.263, -2.474], [5.693, 4.413, -2.662], [4.943, -0.911, 0.768], [6.432, -3.858, 0.555], [-5.231, 2.344, 5.527], [-4.857, -1.732, -1.668], [-5.894, 0.741, -1.046]]
}

8.
{
  "formula": "C4H8O2",
  "method": "the ωB97M-V functional and the def2-TZVPD basis",
  "e_lumo_ev": 1.05,
  "gap_ev": 10.71,
  "total_charge": 0,
  "e_homo_ev": -9.666,
  "smiles": "C1COCOC1",
  "species": ["C", "C", "H", "C", "H", "C", "H", "O", "H", "O", "H", "H", "H", "H"],
  "coordinates": [[-0.696, 0.853, 0.388], [-0.106, 0.884, -1.013], [2.353, -1.318, 0.130], [1.338, -0.944, -0.134], [-1.214, -1.264, 0.286], [-0.678, -0.561, 0.943], [-1.718, 1.239, 0.401], [0.668, -1.001, 1.061], [-1.110, -0.611, 1.945], [1.254, 0.435, -0.942], [-0.141, 1.914, -1.408], [-0.067, 1.480, 1.031], [0.892, -1.349, -1.019], [-0.776, 0.302, -1.690]]
}